Record 1
A structure of composition C4H7BrN2O2 in a non-equilibrium geometry. Source: OMol25; level of theory: the ωB97M-V functional and the def2-TZVPD basis.

```
16
Properties=species:S:1:pos:R:3:forces:R:3:lowdin_charge:R:1
C 1.496 -0.237 -0.544 -1.39 -0.33 0.03 -0.62
C -0.855 0.390 1.051 1.45 0.05 -2.18 -0.34
C 2.961 -0.592 -0.653 1.12 1.48 0.87 -0.04
C -3.000 0.194 -0.125 -3.00 2.54 1.58 -0.09
N -1.630 0.048 0.013 3.16 -0.71 0.07 0.01
N 1.010 0.470 0.531 -3.50 -0.89 -1.20 -0.50
O 0.638 -0.732 -1.286 0.75 0.25 -0.32 -0.02
O -0.998 0.750 2.151 -0.23 -0.05 0.33 0.09
Br 1.870 1.156 1.906 1.48 0.58 1.21 0.81
H 3.013 -1.088 0.348 1.01 0.19 -0.69 0.07
H 3.711 0.349 -0.693 -1.86 -2.26 0.21 0.13
H 3.177 -1.327 -1.459 -0.40 0.76 0.54 0.09
H -3.485 0.354 0.872 0.52 0.39 -0.74 0.11
H -3.177 1.091 -0.786 -0.32 -0.92 0.67 0.12
H -3.562 -0.644 -0.465 0.24 -0.95 -0.82 0.08
H -1.169 -0.182 -0.861 0.98 -0.12 0.42 0.11
```
Forces are in eV/Å.

HOMO-LUMO gap in eV: 9.57

Record 2
A structure of composition C49H31AsCl6O4PSY in a non-equilibrium geometry. Source: OMol25; level of theory: the ωB97M-V functional and the def2-TZVPD basis.

```
94
Properties=species:S:1:pos:R:3:forces:R:3:lowdin_charge:R:1
Y 0.180 0.805 -1.173 0.59 1.14 0.16 1.15
Cl -3.605 -1.457 -5.760 0.12 -0.03 0.15 0.56
C -3.882 -0.497 -4.304 -0.40 0.22 -0.75 -0.68
C -5.058 0.292 -4.305 1.66 -0.37 1.51 -0.76
Cl -5.896 0.540 -5.838 -0.12 0.26 -0.20 0.55
C -5.584 0.874 -3.210 -1.43 1.12 -1.40 -0.39
Cl -5.478 1.244 -1.702 -3.39 1.09 -0.29 0.75
C -2.671 1.745 -2.248 -0.98 -1.12 -0.02 -0.08
O -2.035 2.453 -1.097 -0.12 -0.99 0.02 -0.17
C -2.396 0.245 -2.310 -0.04 -0.25 -0.93 -0.40
O -1.610 -0.232 -1.391 -0.90 0.00 -0.18 -0.33
C -2.938 -0.639 -3.264 0.40 -0.26 0.40 -0.58
Cl -2.215 -2.251 -3.130 -0.19 0.11 0.10 0.68
S 1.083 0.092 -3.585 0.33 -0.18 0.10 0.55
C 2.094 -1.356 -3.479 -0.07 0.03 -0.04 -0.68
C 2.742 -1.746 -4.663 0.02 0.00 0.00 -0.15
C 3.577 -2.844 -4.708 0.00 0.01 0.00 -0.12
C 3.800 -3.600 -3.562 0.01 0.00 0.01 -0.11
C 3.159 -3.237 -2.391 0.01 0.00 0.00 -0.12
C 2.309 -2.134 -2.333 -0.08 -0.07 0.03 -0.39
As 1.411 -1.777 -0.623 0.57 -0.55 -0.29 1.29
C 3.007 -1.846 0.519 -0.03 0.04 0.06 -0.34
C 3.418 -3.043 1.096 0.03 -0.02 -0.02 -0.12
C 4.545 -3.083 1.908 -0.01 -0.01 -0.01 -0.10
C 5.279 -1.928 2.137 0.00 0.01 0.00 -0.11
C 4.883 -0.732 1.552 0.01 -0.01 0.02 -0.11
C 3.747 -0.691 0.756 -0.05 0.01 0.03 -0.12
C 0.554 -3.443 -0.270 -0.34 0.20 0.20 -0.37
C 0.092 -4.177 -1.359 0.11 -0.02 0.00 -0.21
C -0.774 -5.250 -1.262 0.03 -0.08 0.03 -0.18
C -1.339 -5.509 0.020 0.03 -0.02 -0.04 -0.17
C -0.976 -4.841 1.136 -0.03 0.06 0.00 -0.10
C 0.124 -3.795 1.160 0.06 -0.08 -0.05 -0.31
H 2.565 -1.158 -5.554 0.00 0.00 0.00 0.08
H 4.056 -3.115 -5.643 0.00 0.00 0.00 0.09
H 4.452 -4.464 -3.584 0.00 0.00 0.00 0.09
H 3.301 -3.832 -1.497 -0.02 -0.02 0.00 0.09
H 2.855 -3.946 0.887 -0.03 0.01 0.01 0.09
H 4.847 -4.019 2.363 0.01 0.00 -0.01 0.09
H 6.156 -1.958 2.775 0.01 0.00 -0.01 0.09
H 5.453 0.174 1.721 -0.01 0.00 0.01 0.08
H 3.427 0.251 0.325 0.00 0.00 0.00 0.06
H 0.426 -3.880 -2.349 0.00 0.00 0.00 0.08
H -1.095 -5.791 -2.140 -0.03 0.03 -0.01 0.06
H -2.128 -6.253 0.103 0.00 0.01 0.02 0.08
H -1.480 -5.032 2.079 -0.02 0.00 -0.01 0.08
H 0.989 -4.200 1.728 0.00 -0.02 0.02 0.10
C -5.552 0.339 -0.481 -0.82 -2.86 0.86 -0.33
C -5.244 -0.141 0.743 1.28 1.79 -0.59 -0.12
C -4.024 0.379 1.328 -0.04 -0.01 0.51 -0.11
C -3.154 1.319 0.868 0.64 -0.03 -0.44 -0.31
C -3.273 2.258 -0.332 -1.44 0.32 -0.45 -0.26
C -3.917 1.724 -1.598 2.63 -0.01 0.84 -0.33
P -1.425 1.180 1.366 0.16 0.15 0.48 1.09
C -1.150 2.461 2.648 0.01 -0.03 -0.04 -0.35
C -2.184 3.194 3.218 0.00 -0.01 0.00 -0.08
C -1.916 4.128 4.213 -0.02 0.01 0.00 -0.10
C -0.614 4.340 4.639 0.00 -0.01 -0.01 -0.11
C 0.428 3.626 4.058 -0.01 0.01 0.01 -0.09
C 0.159 2.696 3.067 0.02 0.00 -0.05 -0.11
C -1.174 -0.368 2.302 0.01 -0.05 -0.07 -0.35
C -0.958 -0.434 3.672 -0.03 0.02 0.02 -0.10
C -0.448 -1.604 4.229 0.00 0.01 0.00 -0.09
C -0.089 -2.665 3.415 0.03 0.03 -0.02 -0.04
C -0.314 -2.626 2.038 0.03 -0.01 0.05 -0.20
C -0.918 -1.496 1.513 -0.11 0.00 -0.02 -0.08
H -7.017 1.356 -1.721 0.97 -0.94 -0.09 0.05
H -5.708 -1.014 1.180 -0.05 -0.06 -0.06 0.08
H -3.664 -0.146 2.212 -0.06 -0.11 -0.07 0.09
H -3.781 3.210 -0.094 0.53 0.15 0.48 0.14
H -5.822 2.620 -1.285 0.35 1.00 -0.09 0.05
H -3.200 3.023 2.881 -0.01 -0.01 0.04 0.10
H -2.731 4.684 4.662 0.00 0.01 -0.02 0.09
H -0.408 5.063 5.420 0.00 0.01 -0.01 0.09
H 1.451 3.795 4.372 0.00 -0.01 -0.01 0.09
H 0.970 2.140 2.610 -0.01 0.00 0.01 0.07
H -1.160 0.422 4.304 0.03 0.01 -0.01 0.10
H -0.290 -1.663 5.300 0.02 0.01 0.00 0.09
H 0.391 -3.540 3.841 -0.01 0.00 -0.01 0.11
H -1.183 -1.495 0.459 0.09 0.02 -0.02 0.08
Cl 3.989 7.471 -0.397 0.00 -0.01 0.00 0.62
C 3.301 5.866 -0.341 0.02 0.03 -0.01 -0.67
C 3.649 5.012 0.709 -0.02 0.00 0.00 -0.13
C 3.126 3.748 0.767 0.04 -0.02 -0.04 -0.55
Cl 3.593 2.704 2.070 0.05 -0.01 -0.02 0.74
C 2.228 3.233 -0.221 0.00 0.03 -0.01 -0.37
O 1.789 2.037 -0.162 -0.03 0.20 0.19 -0.21
C 1.886 4.153 -1.258 -0.02 0.00 0.01 -0.11
C 0.945 3.810 -2.304 0.08 0.00 0.02 -0.15
O 0.344 2.756 -2.433 -0.04 0.18 -0.02 -0.11
C 2.433 5.444 -1.308 -0.02 -0.02 0.00 -0.07
H 4.338 5.344 1.474 -0.01 0.00 0.01 0.10
H 0.764 4.602 -3.050 0.02 0.00 -0.01 0.14
H 2.162 6.100 -2.127 -0.02 0.02 0.02 0.11
```
Forces are in eV/Å.

Total charge: -2
HOMO-LUMO gap (spin up / spin down) in eV: 4.03 / 4.03

Record 3
A structure of composition C43H58IrN10O6P2Se. Source: OMol25; level of theory: the ωB97M-V functional and the def2-TZVPD basis.

```
121
Properties=species:S:1:pos:R:3:forces:R:3:lowdin_charge:R:1
Ir 0.844 0.805 -0.442 -0.13 0.39 0.06 1.13
C 3.184 2.933 -4.155 -0.05 -0.02 -0.03 -0.06
N 3.592 1.957 -3.143 -0.10 0.08 0.05 -0.29
C 4.006 0.651 -3.673 0.09 0.02 0.00 -0.06
P 3.594 2.160 -1.547 0.05 0.11 -0.11 0.52
O 2.937 1.081 -0.721 -0.09 0.10 0.17 -0.44
O 2.660 3.515 -1.350 -0.04 -0.10 0.04 -0.24
P 1.077 3.411 -1.239 0.01 0.00 0.04 0.50
O 0.520 2.261 -2.043 0.08 -0.19 -0.04 -0.35
N 0.431 4.841 -1.532 0.07 -0.03 -0.15 -0.29
C 1.001 6.050 -0.917 0.00 0.01 0.00 -0.04
C -0.515 5.071 -2.638 -0.03 0.00 0.02 -0.04
N 0.832 2.871 0.381 -0.10 -0.04 0.04 -0.35
C -0.496 3.276 0.910 0.00 0.08 -0.03 -0.06
C 1.865 3.124 1.413 -0.05 0.03 0.02 -0.05
N 5.062 2.457 -0.969 0.02 -0.12 -0.10 -0.28
C 6.050 3.223 -1.741 0.03 0.00 -0.01 -0.04
C 5.488 2.116 0.391 -0.01 0.04 0.04 -0.06
H 3.982 3.048 -4.889 0.00 0.00 0.00 0.10
H 2.994 3.905 -3.707 0.01 0.00 0.00 0.08
H 2.283 2.591 -4.667 0.00 0.00 0.00 0.10
H 4.771 0.792 -4.437 0.02 -0.01 0.01 0.10
H 3.150 0.138 -4.114 0.01 0.00 -0.01 0.08
H 4.419 0.027 -2.881 -0.02 -0.01 0.01 0.09
H 1.674 5.789 -0.100 0.00 0.00 0.00 0.08
H 0.194 6.665 -0.522 0.00 0.00 0.00 0.10
H 1.562 6.624 -1.655 0.00 0.00 0.00 0.11
H -0.871 4.122 -3.028 0.00 0.00 0.00 0.08
H -0.027 5.629 -3.437 0.00 0.00 0.00 0.10
H -1.361 5.647 -2.266 0.00 0.00 0.00 0.10
H -1.267 3.131 0.157 -0.01 0.00 0.01 0.09
H -0.473 4.325 1.210 0.00 0.00 -0.01 0.10
H -0.712 2.658 1.779 -0.01 0.00 0.02 0.08
H 2.852 2.865 1.051 0.00 -0.01 0.00 0.06
H 1.626 2.492 2.264 0.00 0.00 -0.01 0.06
H 1.845 4.170 1.724 0.01 0.00 0.00 0.11
H 5.716 3.355 -2.768 -0.01 0.00 0.01 0.08
H 6.995 2.682 -1.752 0.00 0.00 0.01 0.10
H 6.206 4.203 -1.289 0.00 0.00 0.00 0.10
H 4.719 1.537 0.895 0.00 -0.02 0.00 0.07
H 5.700 3.023 0.961 -0.01 0.00 0.00 0.10
H 6.397 1.517 0.339 0.01 0.01 0.00 0.10
C -5.018 -5.686 -0.851 0.01 -0.02 0.04 -0.04
C -5.230 -4.283 -1.346 -0.02 0.02 -0.03 -0.27
C -4.354 -3.687 -2.246 0.02 -0.05 0.01 -0.04
C -4.572 -2.408 -2.741 0.04 0.10 0.00 -0.02
C -5.674 -1.684 -2.309 0.17 -0.02 0.27 -0.26
N -5.970 -0.373 -2.765 0.12 0.25 0.09 0.14
C -5.143 0.591 -3.274 -0.15 -0.18 -0.06 -0.51
O -5.504 1.386 -4.103 -0.01 0.21 -0.06 0.12
N -3.796 0.652 -2.836 0.04 -0.19 0.20 0.15
C -3.239 0.532 -1.574 -0.15 0.01 -0.11 -0.19
C -3.944 0.397 -0.375 0.03 -0.10 -0.18 0.05
C -3.232 0.293 0.806 0.01 0.01 0.01 -0.01
C -1.854 0.371 0.806 -0.03 0.01 0.01 -0.13
N -1.178 0.552 -0.336 -0.04 0.00 -0.18 -0.13
C -1.850 0.607 -1.494 0.08 0.04 0.05 -0.08
C -6.564 -2.267 -1.411 0.02 0.03 0.05 -0.02
C -6.346 -3.550 -0.945 -0.01 -0.02 -0.03 -0.03
H -4.121 -6.124 -1.285 0.02 -0.03 0.00 0.07
H -5.863 -6.323 -1.114 0.01 0.00 -0.01 0.09
H -4.921 -5.712 0.236 0.00 0.00 -0.02 0.08
H -3.502 -4.255 -2.606 -0.03 0.02 0.01 0.10
H -3.903 -1.994 -3.485 0.00 0.03 0.01 0.11
H -6.929 -0.211 -3.039 0.02 0.01 -0.09 0.17
H -3.265 1.207 -3.491 -0.02 -0.02 -0.03 0.15
H -5.020 0.394 -0.364 -0.18 -0.10 -0.07 0.13
H -3.754 0.181 1.745 -0.01 -0.01 0.02 0.12
H -1.265 0.320 1.705 0.05 -0.02 0.11 0.09
H -1.261 0.739 -2.389 0.00 -0.04 0.00 0.09
H -7.440 -1.715 -1.090 0.01 0.00 0.00 0.12
H -7.064 -3.995 -0.267 0.01 0.00 0.00 0.12
C -2.804 2.368 5.111 0.00 -0.01 0.02 -0.02
O -1.853 1.421 4.598 0.03 0.02 -0.05 -0.09
C -0.545 1.768 4.615 -0.01 -0.04 -0.05 -0.24
C -0.045 3.026 4.929 0.02 0.05 -0.01 0.01
C 1.329 3.221 4.969 0.00 -0.01 0.02 -0.05
C 2.213 2.185 4.695 0.01 0.00 0.02 -0.07
C 1.724 0.933 4.363 -0.03 -0.01 0.04 0.00
C 0.352 0.734 4.316 0.00 -0.01 0.01 -0.15
N -0.238 -0.557 4.200 -0.02 0.01 -0.01 0.17
C 0.215 -1.663 3.694 0.05 -0.01 -0.10 0.04
C 1.340 -1.882 2.832 0.02 0.10 0.23 -0.17
C 2.057 -3.079 3.066 0.14 -0.03 -0.05 -0.03
C 3.177 -3.391 2.337 -0.12 0.03 0.05 -0.04
C 3.574 -2.519 1.317 -0.05 0.03 0.03 -0.01
C 2.856 -1.379 1.020 0.32 0.04 -0.15 -0.05
C 1.713 -1.034 1.750 0.51 0.08 0.22 -0.39
O 0.936 -0.028 1.409 -0.08 0.01 -0.12 -0.24
H -2.556 2.640 6.137 0.00 0.01 0.00 0.11
H -3.765 1.866 5.086 0.00 0.00 0.00 0.10
H -2.836 3.257 4.480 0.00 0.00 0.00 0.10
H -0.714 3.837 5.177 0.00 -0.01 0.01 0.12
H 1.712 4.195 5.245 0.00 0.00 0.01 0.13
H 3.279 2.344 4.766 0.01 0.00 0.00 0.12
H 2.401 0.109 4.186 0.01 0.00 0.00 0.13
H -1.115 -0.618 4.712 0.01 -0.01 0.00 0.18
H -0.345 -2.543 4.004 0.03 0.03 0.05 0.16
H 1.731 -3.736 3.865 0.02 0.02 -0.01 0.13
H 3.738 -4.290 2.545 0.00 -0.01 0.00 0.12
H 4.452 -2.752 0.728 0.02 -0.02 0.00 0.13
H 3.151 -0.741 0.188 -0.04 -0.29 0.37 0.06
C 0.482 -4.092 -3.222 0.02 0.01 0.03 0.00
N 0.333 -3.886 -1.787 0.00 -0.07 0.07 -0.06
C 0.473 -2.742 -1.106 0.02 -0.05 0.08 -0.58
Se 1.094 -1.158 -1.894 -0.14 0.10 -0.21 0.87
N 0.238 -2.987 0.191 -0.18 -0.07 -0.27 0.16
C -0.008 -4.347 0.378 0.01 0.07 -0.09 -0.16
C -0.241 -5.107 1.515 -0.01 -0.04 -0.02 0.00
C -0.396 -6.468 1.326 -0.05 0.00 0.00 -0.05
C -0.333 -7.046 0.050 -0.03 0.01 0.00 -0.04
C -0.112 -6.283 -1.082 0.00 0.01 0.02 0.02
C 0.055 -4.919 -0.885 -0.04 0.01 -0.01 -0.14
H 0.568 -3.131 -3.720 -0.01 0.01 0.00 0.06
H -0.397 -4.612 -3.598 0.00 0.00 0.00 0.11
H 1.372 -4.687 -3.419 0.00 0.01 -0.01 0.11
H 0.376 -2.302 0.918 -0.16 -0.18 -0.15 0.10
H -0.282 -4.666 2.502 -0.03 -0.03 -0.04 0.10
H -0.569 -7.105 2.182 0.00 0.00 -0.01 0.12
H -0.460 -8.115 -0.049 0.00 0.00 0.00 0.12
H -0.056 -6.735 -2.063 -0.01 0.00 0.00 0.12
```
Forces are in eV/Å.

Total charge: +3
HOMO-LUMO gap in eV: 5.94

Record 4
A structure of composition C5H12O in a non-equilibrium geometry. Source: OMol25; level of theory: the ωB97M-V functional and the def2-TZVPD basis.

```
18
Properties=species:S:1:pos:R:3:forces:R:3:lowdin_charge:R:1
C 0.387 0.030 -0.300 -1.85 3.17 -4.42 -0.59
C -0.649 0.474 0.595 1.08 -3.39 5.80 -0.13
C -0.339 1.203 -1.673 1.94 -1.92 0.35 -0.01
C 0.375 -1.380 -0.825 0.14 0.15 -0.10 -0.03
C -0.229 -0.550 2.110 -1.47 1.94 -1.59 -0.03
O 1.673 0.435 -0.039 0.45 0.17 0.40 0.00
H 1.662 1.325 0.342 -0.03 -0.29 -0.11 0.12
H -1.657 0.150 0.366 0.06 0.28 -0.25 0.10
H -0.553 1.488 0.973 -0.14 0.06 -0.34 0.10
H 0.893 -1.414 -1.787 -0.08 -0.02 0.09 0.09
H -0.764 2.163 -1.376 -0.02 -0.30 0.60 0.04
H 0.544 1.418 -2.279 -0.10 -0.10 -0.23 0.04
H -1.061 0.619 -2.245 0.02 0.07 0.02 0.04
H -0.643 -1.748 -0.952 0.04 0.08 0.00 0.09
H 0.911 -2.045 -0.144 -0.07 0.08 0.07 0.09
H 0.837 -0.561 2.341 -0.10 0.14 -0.33 0.04
H -0.611 -1.563 1.983 0.04 0.13 -0.09 0.03
H -0.774 -0.046 2.909 0.09 -0.26 0.14 0.03
```
Forces are in eV/Å.

HOMO-LUMO gap in eV: 9.03

What are the energy relative to the best compared isomer or geometry (same formula, charge and spin) values for these records? In order: 0.678 26.292 0.000 2.714 eV.